A 2-piece molecular cluster, C4H12N2S overall. Source: the OMol25 dataset; level of theory: the ωB97M-V functional and the def2-TZVPD basis.

```
19
Properties=species:S:1:pos:R:3:forces:R:3
H 1.941781 -0.320169 -1.166119 0.29 0.70 0.08
N 1.656959 0.491198 -1.724592 -0.73 -0.24 -0.33
C 0.730505 1.128810 -1.115003 0.86 -1.04 0.79
N -0.169058 1.939114 -1.702895 -0.36 1.75 -0.43
C -0.868691 3.014261 -0.937101 0.60 -1.35 -0.71
H 0.587415 1.005162 -0.029701 -0.31 0.08 -0.27
H 0.018454 2.156391 -2.674667 0.09 -0.19 0.11
H -1.656290 3.394381 -1.600473 0.19 0.03 0.42
H -1.320480 2.436824 -0.115995 0.03 0.94 0.13
H -0.177871 3.830363 -0.630627 -0.60 -0.52 0.06
C 0.231884 -2.882348 1.662622 0.32 -0.62 0.09
S -0.289943 -1.576480 0.562742 -0.06 1.15 0.88
C -0.709005 -0.342681 1.903130 -0.51 -0.33 -0.28
H -0.615907 -3.153445 2.310821 0.52 -0.08 -0.08
H 1.136529 -2.617006 2.234578 -0.52 0.06 -0.03
H 0.527327 -3.740375 1.038725 -0.33 0.21 0.21
H -1.240806 0.514979 1.457390 0.32 -0.41 0.04
H -1.423132 -0.836400 2.582311 0.28 0.18 -0.20
H 0.138610 0.032535 2.500419 -0.09 -0.33 -0.49
```
Positions in Å, forces in eV/Å.

The lowest unoccupied orbital energy comes out at 0.9 eV. The charge is 0. As for the HOMO energy: -8.56 eV. Its molecular weight is 120.22 g/mol. Its energy above the lowest of the compared OMol25 structures with the same formula, charge and spin is 0.8226 eV. The HOMO-LUMO gap is 9.4 eV.